# 1
Below is 2 unconnected molecules or ions with the total composition C10H21N2 at a distorted geometry, with properties calculated with ωB97M-V/def2-TZVPD.

XYZ file:
```
33
Properties=species:S:1:pos:R:3:forces:R:3
C 3.384032 -0.388985 -2.382928 -0.6 -3.7 0.3
C -2.269124 -0.635314 1.072421 -1.5 -0.5 2.7
C -2.811678 0.566682 1.904263 2.8 0.2 -2.5
C -0.906142 -0.157295 1.238147 1.2 1.3 0.8
C -2.654857 -2.000486 1.604276 -0.1 -0.1 -1.2
C -3.666135 1.514960 1.116610 -2.6 -0.6 -0.1
C 0.323709 -0.656312 0.967553 -0.5 -0.9 0.1
C 0.953067 1.120267 -2.489512 -1.9 0.0 -0.7
C 3.541715 0.010546 0.092799 0.8 -1.0 -2.0
C 1.686882 0.865685 -1.221172 0.9 -1.6 -0.8
N -1.354721 1.025767 1.900344 1.3 -1.2 -0.2
N 2.827097 0.231593 -1.168015 -1.9 0.7 -1.4
H 2.540323 -0.775534 -3.130511 2.0 1.4 1.6
H 4.185553 0.231751 -2.756980 -0.1 0.1 -0.6
H -2.675396 -0.551707 0.156377 -0.9 0.1 -3.5
H -3.130477 0.177740 2.808136 -0.9 0.0 2.0
H -3.626597 -2.240098 1.130909 0.4 -0.2 0.6
H -2.728030 -2.097574 2.689576 0.3 0.0 -0.2
H -1.901884 -2.634328 1.139024 -0.1 -0.8 0.5
H -3.660325 1.294849 0.020665 0.0 0.0 0.8
H -3.323774 2.515409 1.193123 0.2 1.0 0.4
H -4.763593 1.473124 1.459396 1.6 0.1 -0.6
H 3.870843 -1.401295 -2.002319 -0.8 2.1 -0.8
H 0.340351 -1.636567 0.392136 0.3 1.3 1.0
H 1.222294 -0.290195 1.516320 -0.8 -0.3 -0.7
H 0.282923 2.035625 -2.303469 1.3 -1.1 -0.7
H 0.180833 0.318168 -2.833965 1.3 0.9 1.3
H 1.615408 1.132309 -3.384203 -0.4 0.8 0.8
H 3.258975 0.830289 0.683644 -0.2 0.7 1.4
H 4.624416 0.110357 -0.213509 -1.0 -0.5 0.9
H 3.193908 -0.998996 0.426450 0.9 0.9 0.2
H 1.242658 1.101166 -0.277103 -0.1 0.6 0.4
H -0.765239 1.256767 2.696355 -0.7 0.5 0.2
```
Forces are in eV/Å.

HOMO-LUMO gap: 0.277 Eh
charge: +1
E_LUMO: -3.86 eV
2S+1: 1


# 2
Below is a gas-phase ion, C10H21N2OS (charge +1) at a distorted geometry, with properties calculated with ωB97M-V/def2-TZVPD.

XYZ file:
```
35
Properties=species:S:1:pos:R:3:forces:R:3
C -1.234900 0.661141 0.311381 -0.5 1.1 0.2
C -0.853257 1.032155 -2.048015 3.0 -2.3 2.3
C -0.767057 -0.472256 0.798931 -0.1 -0.6 -0.5
C 1.089717 1.417227 -0.231061 -0.6 1.6 -3.1
C 2.531297 1.753784 -0.296369 1.9 -0.9 -1.5
C -1.968783 -2.002070 -0.809876 -0.1 -0.8 0.4
C -1.211883 -2.609266 1.527281 2.1 -0.6 0.6
C 0.463777 -2.333016 -0.331545 1.4 -0.3 -0.2
C 1.317072 1.620453 2.281831 3.5 2.1 -2.9
C -0.876067 -1.836418 0.276658 -0.2 -1.1 -1.2
N -1.762088 0.984793 -0.967535 0.2 1.9 -0.1
N 0.535787 1.800600 -1.658316 -0.8 1.1 1.2
O -1.189824 1.791297 1.067231 -2.5 -1.8 -0.4
S 0.410136 2.496512 0.990436 3.0 2.2 1.5
H -0.302262 0.058258 -2.223899 -1.6 0.7 -0.2
H -1.210563 1.533028 -2.877653 -0.8 0.7 -1.8
H -0.446260 -0.491578 1.806316 0.4 0.7 0.9
H 3.044383 1.416663 -1.261268 -0.7 -0.1 1.1
H 3.080235 1.278405 0.522249 0.1 0.4 -0.2
H 2.710924 2.851683 -0.323683 -0.3 -0.4 0.5
H -1.462338 -1.994091 -1.752521 0.1 -0.2 -0.8
H -2.749659 -1.254967 -0.901574 -0.1 0.1 0.6
H -2.438138 -2.995628 -0.658698 0.2 0.5 -0.3
H -2.076784 -2.239244 1.979359 -1.8 0.3 0.5
H -1.227223 -3.681949 1.384621 -0.2 -0.2 -0.1
H -0.414206 -2.367850 2.269576 -0.3 -0.6 -0.4
H 0.418122 -3.084515 -1.162644 -0.6 1.0 0.4
H 1.169153 -2.875438 0.336782 -0.7 0.6 0.3
H 1.027446 -1.427640 -0.649335 -0.2 -0.6 -0.3
H 2.345169 2.104466 2.279247 -1.2 -0.3 0.4
H 1.544219 0.614034 2.086928 -0.6 -1.5 -0.2
H 0.827091 1.877560 3.105126 -1.9 0.4 3.9
H -2.095249 1.963911 -0.775794 -0.2 -1.3 -0.7
H 1.282276 1.554786 -2.282511 0.3 -0.6 -0.6
H 0.489738 2.855169 -1.811657 -0.3 -1.2 0.7
```
Forces are in eV/Å.

HOMO-LUMO gap (alpha / beta): 0.222 / 0.253 Eh
charge: +1
E_LUMO (alpha / beta): -3.11 / -5.59 eV
2S+1: 3
⟨S²⟩: 2.01


# 3
Below is a gas-phase ion, C10H21N2Si (charge +1) at a distorted geometry, with properties calculated with ωB97M-V/def2-TZVPD.

XYZ file:
```
34
Properties=species:S:1:pos:R:3:forces:R:3
C -0.661678 3.011174 -0.910647 0.6 -2.4 1.3
C 0.618728 2.578999 -0.460484 -1.4 1.5 -1.1
C -1.606609 1.972447 -0.691137 -0.4 0.6 -0.1
C 0.998166 1.329493 -0.188811 -3.2 -0.6 0.0
C 3.704122 -0.837056 1.075416 2.1 0.1 -0.6
C 2.849755 -0.899127 -1.190681 0.1 3.5 -3.6
C -1.594492 -1.984042 -0.965177 1.2 1.5 -0.7
C -4.012352 -0.164159 -0.351168 1.0 1.5 0.5
C -2.119473 -0.718276 2.005482 1.7 0.0 1.0
C 1.630044 0.410229 0.701971 0.1 -0.6 1.1
N -1.320067 0.805958 -0.265934 4.6 0.9 -0.2
N 2.927434 -0.083329 0.050509 0.1 -1.4 0.0
Si -2.221639 -0.560220 0.159066 -2.1 -1.3 -0.4
H -0.915721 3.983304 -1.246892 0.1 0.6 -0.1
H 1.332552 3.384594 -0.490090 0.7 0.1 0.2
H -2.671915 2.074111 -0.774309 -0.6 1.0 -0.6
H 3.313101 -0.589811 2.027913 0.0 0.3 1.0
H 3.656037 -1.917570 0.960813 -0.2 0.1 -0.4
H 4.775830 -0.519145 0.974892 -1.0 -0.4 0.3
H 2.387820 -1.765804 -1.010527 -1.0 -3.7 1.3
H 2.149570 -0.545098 -2.022571 0.7 0.8 1.6
H 3.793693 -0.964195 -1.779956 -0.3 -0.2 1.3
H -0.499908 -1.835478 -1.102921 -0.3 0.1 0.2
H -1.647516 -3.036357 -0.757916 -0.7 -0.4 0.3
H -1.957845 -1.743992 -1.996038 -0.1 -0.4 0.8
H -4.483070 -1.066029 -0.576879 -1.0 -1.5 -0.5
H -4.621006 0.376029 0.370585 0.1 -0.2 0.6
H -4.097767 0.498836 -1.208677 0.3 -0.3 -0.5
H -2.997966 -0.389441 2.576328 0.3 0.3 -0.4
H -1.952398 -1.747465 2.342133 0.0 0.0 -0.1
H -1.186777 -0.139903 2.356505 -1.4 -0.7 -0.3
H 2.040460 0.830527 1.717401 -1.2 -0.7 -1.6
H 0.988806 -0.521642 0.813303 0.7 1.3 0.3
H 3.402094 0.772445 -0.141505 0.7 0.6 -0.4
```
Forces are in eV/Å.

HOMO-LUMO gap: 0.262 Eh
charge: +1
E_LUMO: -3.91 eV
2S+1: 1